1.
The molecule C4H5NO2 in a non-equilibrium geometry, computed with ωB97M-V with the def2-TZVPD basis set.

Structure (XYZ):
```
12
Properties=species:S:1:pos:R:3:forces:R:3
O 1.557 -0.075 1.753 -0.7082 0.1648 -0.2547
C 0.570 0.189 1.153 -0.1085 0.6614 1.1201
C 0.352 1.090 -0.035 0.0505 -0.0470 0.2981
C 0.169 0.027 -1.145 0.2226 0.0328 0.0083
N -0.205 -1.253 -0.570 -1.7057 -0.5860 -1.2110
C -0.928 -1.268 0.466 0.3144 -0.3530 -0.5740
O -0.715 -0.448 1.522 1.0283 0.5579 -0.4047
H -0.559 1.663 0.163 0.1070 -0.1057 -0.1939
H 1.183 1.782 -0.207 -0.0751 -0.2789 0.1311
H 1.058 -0.071 -1.770 0.0164 -0.0477 0.2390
H -0.672 0.260 -1.816 0.3977 0.2489 0.1474
H -1.793 -1.931 0.537 0.4606 -0.2475 0.6943
```
Positions in Å, forces in eV/Å.

Calculated values
HOMO level: -9.4 eV
SMILES: O=C1CCN=CO1

For each atom in turn, the Löwdin charge in e is:
1. O 0.188
2. C -0.404
3. C -0.062
4. C -0.193
5. N 0.036
6. C -0.226
7. O 0.041
8. H 0.124
9. H 0.124
10. H 0.114
11. H 0.120
12. H 0.138



2.
A structure of composition C23H17Br2N2O4SV, computed with ωB97M-V with the def2-TZVPD basis set.

Structure (XYZ):
```
50
Properties=species:S:1:pos:R:3:forces:R:3
V 0.788 0.192 -1.029 -0.2150 -0.0462 0.3681
Br 2.138 0.323 1.946 0.0352 0.0347 -0.0147
C 2.549 -1.190 0.925 0.1050 -0.1046 0.0955
C 3.347 -2.230 1.386 -0.0339 0.0504 -0.0177
C 3.590 -3.299 0.538 -0.0163 0.0060 -0.0230
C 3.047 -3.316 -0.753 -0.0049 0.0451 -0.0017
C 2.274 -2.248 -1.125 0.0502 -0.1523 -0.0370
N 2.025 -1.212 -0.296 -0.0193 0.1188 -0.0424
C 1.632 -2.061 -2.456 -0.3249 0.3366 -0.1252
O 1.689 -2.691 -3.436 0.0753 -0.1140 0.0536
O 0.841 -0.848 -2.390 0.1369 -0.3244 -0.0428
H 3.763 -2.193 2.383 -0.0021 0.0027 0.0011
H 4.210 -4.120 0.874 0.0020 0.0005 0.0025
H 3.228 -4.129 -1.445 -0.0036 0.0051 -0.0076
O 4.245 4.489 -3.588 -0.0247 -0.0003 -0.0214
C 3.646 3.491 -2.997 0.0304 -0.0018 0.0888
C 4.173 2.186 -2.900 -0.0399 -0.0195 -0.0001
C 3.450 1.221 -2.259 0.0608 0.0169 -0.0292
N 2.246 1.474 -1.688 -0.0272 0.0252 0.1064
C 1.783 2.731 -1.781 -0.1056 0.1081 -0.0743
Br 0.082 2.864 -0.943 -0.0470 0.0242 -0.0904
C 2.390 3.767 -2.412 0.0612 -0.0648 0.0409
H 5.105 4.267 -3.977 0.0044 0.0007 -0.0110
H 5.133 1.941 -3.335 -0.0010 -0.0046 -0.0028
H 3.821 0.207 -2.184 0.0139 0.0076 -0.0012
H 1.955 4.754 -2.475 0.0136 0.0089 0.0175
O -0.656 -0.055 -0.043 0.1860 -0.0637 -0.1890
S -2.309 -0.222 -0.059 0.1011 0.1112 -0.0034
C -2.605 -1.598 0.951 -0.0295 -0.0513 0.0480
C -2.898 -2.767 0.236 0.0250 0.0519 -0.0509
C -3.235 -3.910 0.938 0.0012 -0.0050 0.0223
C -3.285 -3.873 2.326 -0.0044 -0.0079 0.0106
C -3.001 -2.702 3.029 -0.0032 -0.0307 -0.0101
C -2.663 -1.551 2.349 0.0359 0.0939 -0.0322
C -2.792 1.238 0.777 -0.0730 -0.0436 -0.0424
C -3.921 1.851 0.237 0.0103 0.0124 0.0038
C -4.425 2.980 0.869 0.0129 -0.0082 0.0077
C -3.788 3.483 1.993 0.0021 -0.0066 -0.0024
C -2.642 2.871 2.503 -0.0109 0.0165 0.0009
C -2.136 1.734 1.904 0.0412 -0.0141 -0.0005
H -2.890 -2.767 -0.847 -0.0108 -0.0103 -0.0010
H -3.483 -4.818 0.407 0.0026 0.0041 -0.0114
H -3.570 -4.763 2.872 0.0008 0.0004 -0.0011
H -3.070 -2.690 4.108 0.0041 0.0120 0.0024
H -2.482 -0.631 2.886 -0.0151 -0.0164 0.0136
H -4.404 1.456 -0.649 -0.0031 -0.0101 -0.0006
H -5.308 3.464 0.477 -0.0012 -0.0004 -0.0051
H -4.182 4.365 2.481 0.0023 0.0035 0.0005
H -2.155 3.283 3.377 0.0030 -0.0066 0.0052
H -1.250 1.248 2.293 -0.0010 0.0097 0.0030
```
Positions in Å, forces in eV/Å.

Calculated values
2S+1: 2
HOMO level (alpha / beta): -17.7 / -17.7 eV
Charge: +3

For each atom in turn, the Löwdin charge in e is:
1. V 0.963
2. Br 0.955
3. C -0.664
4. C -0.012
5. C 0.055
6. C 0.087
7. C -0.152
8. N -0.041
9. C -0.365
10. O 0.286
11. O -0.125
12. H 0.138
13. H 0.149
14. H 0.157
15. O 0.194
16. C -0.247
17. C 0.071
18. C -0.053
19. N -0.122
20. C -0.641
21. Br 1.023
22. C 0.041
23. H 0.167
24. H 0.148
25. H 0.136
26. H 0.152
27. O -0.617
28. S 1.242
29. C -0.401
30. C -0.063
31. C -0.025
32. C 0.001
33. C -0.019
34. C -0.034
35. C -0.432
36. C -0.054
37. C -0.019
38. C -0.006
39. C -0.027
40. C -0.097
41. H 0.121
42. H 0.131
43. H 0.133
44. H 0.131
45. H 0.111
46. H 0.126
47. H 0.133
48. H 0.132
49. H 0.128
50. H 0.106



3.
A structure of composition C4H6AgO in a non-equilibrium geometry, computed with ωB97M-V with the def2-TZVPD basis set.

Structure (XYZ):
```
12
Properties=species:S:1:pos:R:3:forces:R:3
O 1.643 0.666 0.186 -0.4615 -0.5277 -0.9336
Ag 3.525 -0.864 0.496 -0.5199 0.3822 -0.5788
C 1.038 1.293 -0.672 1.4420 2.0413 0.2215
C 1.373 1.022 -2.516 -5.3194 -1.6659 1.5131
H 0.467 1.277 -3.083 -0.4936 0.3635 -0.0811
H 0.517 0.269 -1.739 3.4835 1.3569 -2.0609
H 1.919 1.943 -2.768 0.6488 -0.4058 1.4042
H 0.907 2.379 -0.500 -0.4997 -0.2324 0.1995
C 3.101 -0.415 -2.973 2.2327 -1.7887 0.4371
C 3.770 -0.801 -4.014 -0.4588 0.4782 -0.4019
H 3.534 -1.716 -4.568 0.0771 0.1796 0.1944
H 4.480 -0.089 -4.456 -0.1313 -0.1810 0.0864
```
Positions in Å, forces in eV/Å.

Calculated values
HOMO level (alpha / beta): -10.8 / -11.0 eV
Charge: +1

For each atom in turn, the Löwdin charge in e is:
1. O -0.086
2. Ag 0.871
3. C -0.214
4. C -0.131
5. H 0.028
6. H 0.223
7. H 0.087
8. H 0.114
9. C 0.042
10. C -0.094
11. H 0.079
12. H 0.080



4.
A cluster of 2 separate species, C2H9BN2O2 in total in a non-equilibrium geometry, computed with ωB97M-V with the def2-TZVPD basis set.

Structure (XYZ):
```
16
Properties=species:S:1:pos:R:3:forces:R:3
B -1.011 0.071 2.015 -0.7830 1.3956 0.1994
C 1.400 -1.021 -0.967 -3.0053 -2.3947 -3.9111
C -0.601 0.304 -1.516 -0.3387 -3.5911 -2.8134
N 1.110 1.255 -0.528 1.6897 3.7890 1.5488
N 0.633 0.265 -1.134 0.8099 -1.5856 1.8941
O -0.855 1.302 1.426 -3.7501 -1.2618 1.2265
O -2.229 -0.501 2.256 2.2660 -1.1110 1.0603
H 0.743 -1.971 -1.340 1.1400 2.3919 1.0936
H 2.220 -1.093 -1.692 0.2374 0.6561 0.8445
H 1.543 -1.114 0.055 0.9568 -0.2595 1.7038
H -0.825 -0.623 -2.061 -0.4691 0.3974 0.3348
H -1.085 1.155 -1.880 -0.4143 1.5385 0.4255
H -0.055 -0.392 2.491 0.6093 -0.8730 0.1683
H 1.999 1.196 -0.009 -0.3354 -1.0575 -1.1175
H -0.012 1.377 1.082 3.1341 0.8245 -1.4629
H -2.976 -0.212 1.801 -1.7473 1.1413 -1.1947
```
Positions in Å, forces in eV/Å.

Calculated values
HOMO level: -8.2 eV

For each atom in turn, the Löwdin charge in e is:
1. B -0.518
2. C 0.006
3. C 0.009
4. N 0.011
5. N -0.385
6. O 0.109
7. O 0.143
8. H 0.137
9. H 0.092
10. H 0.053
11. H 0.071
12. H 0.069
13. H 0.086
14. H 0.077
15. H -0.021
16. H 0.062



5.
A cluster of 2 separate species, C2H5O2S in total in a non-equilibrium geometry, computed with ωB97M-V with the def2-TZVPD basis set.

Structure (XYZ):
```
10
Properties=species:S:1:pos:R:3:forces:R:3
C 0.020 1.447 1.324 1.4702 -0.1289 1.3400
S 1.715 1.247 0.578 -1.1108 0.1943 -0.2111
H 0.024 0.589 1.995 -0.6840 -0.0456 -0.0686
H 0.101 2.313 2.005 -0.4089 -0.0950 -0.5827
H -0.859 1.438 0.681 0.4435 0.1673 -0.2423
O -0.798 -2.957 -1.262 0.6039 0.0885 -0.3053
C -0.508 -1.808 -1.653 -1.6693 -0.1327 0.9087
O 0.191 -0.930 -1.095 0.3523 -0.0477 -0.4226
H -1.158 -1.464 -2.521 0.6608 0.0623 -0.1508
H 1.273 0.126 -0.051 0.3422 -0.0626 -0.2651
```
Positions in Å, forces in eV/Å.

Calculated values
HOMO level: -4.2 eV
Charge: -1

For each atom in turn, the Löwdin charge in e is:
1. C -0.484
2. S 0.537
3. H 0.002
4. H 0.005
5. H 0.027
6. O -0.139
7. C -0.671
8. O -0.178
9. H 0.088
10. H -0.186



6.
A structure of composition C5H8O2, computed with ωB97M-V with the def2-TZVPD basis set.

Structure (XYZ):
```
15
Properties=species:S:1:pos:R:3:forces:R:3
C -0.007 1.125 -0.200 0.0900 -0.0872 0.0074
C -0.297 -0.322 0.120 -0.3384 -0.2190 0.0199
C -1.174 -1.350 -0.470 -0.0549 -0.1168 -0.2033
C -1.344 -0.920 0.980 -0.0836 -0.0192 0.2050
O 1.066 -0.654 0.352 0.1102 -0.1610 -0.0852
C 1.467 0.667 0.110 -0.2913 0.4319 0.2645
O 2.258 0.755 -1.036 0.2528 0.0865 -0.0483
H -0.099 1.365 -1.267 0.0848 -0.0612 0.2418
H 2.420 1.703 -1.079 0.3994 0.0482 -0.4780
H -0.573 1.865 0.378 0.5182 -0.1619 0.1540
H -1.919 -1.061 -1.205 0.0422 -0.0445 0.1410
H -0.669 -2.293 -0.652 -0.2069 0.0592 0.0095
H -2.207 -0.313 1.241 0.1376 -0.1015 -0.0622
H -0.987 -1.585 1.761 -0.1322 -0.0065 -0.1330
H 2.065 1.019 0.966 -0.5279 0.3530 -0.0331
```
Positions in Å, forces in eV/Å.

Calculated values
HOMO level: -9.4 eV

For each atom in turn, the Löwdin charge in e is:
1. C 0.017
2. C -0.489
3. C -0.048
4. C -0.052
5. O 0.025
6. C -0.389
7. O 0.016
8. H 0.119
9. H 0.099
10. H 0.116
11. H 0.106
12. H 0.112
13. H 0.105
14. H 0.109
15. H 0.155



| no. | total energy (Ha) |
| --- | --- |
| 1 | -360.6075 |
| 2 | -7786.4036 |
| 3 | -377.5189 |
| 4 | -366.4009 |
| 5 | -627.9143 |
| 6 | -345.7196 |